No. 1
{"formula": "C4H5NO3", "method": "ωB97M-V with the def2-TZVPD basis set", "symbols": ["C", "C", "C", "C", "H", "H", "H", "H", "H", "N", "O", "O", "O"], "xyz": [[1.22970, 0.27648, -0.51927], [0.90851, 0.94469, 0.81843], [-0.19362, 0.20071, -0.03621], [-1.97284, -0.89461, 0.10637], [1.52398, -1.68875, -0.87105], [1.43270, 1.01218, -1.34254], [0.66634, 1.95012, 0.80145], [1.27931, 0.50635, 1.73377], [-2.65359, -1.62149, 0.45562], [-2.35702, 0.18028, -0.42963], [1.94293, -0.91251, -0.47710], [-0.61607, -0.99052, 0.35162], [-1.19033, 1.03707, -0.59145]], "homo_lumo_gap_ev": 9.310, "total_charge": 0, "lumo_ev": 0.7197, "homo_ev": -8.590, "energy_ha": -435.75621, "e_above_lowest_kcal_mol": 103.1}

=====

No. 2
{"formula": "C5H13NS", "method": "ωB97M-V with the def2-TZVPD basis set", "symbols": ["C", "N", "C", "C", "S", "C", "C", "H", "H", "H", "H", "H", "H", "H", "H", "H", "H", "H", "H", "H"], "xyz": [[-1.63048, 0.02476, -0.66738], [-0.83390, -0.53627, -1.67082], [2.29262, -0.51360, -0.20129], [1.31624, -1.33820, -0.52330], [-0.66011, 2.41738, 1.74253], [2.06721, 0.80100, 0.45907], [-1.97780, -1.04262, 0.34776], [-1.16219, 0.88458, -0.13826], [-2.52727, 0.44543, -1.13403], [-0.72335, 0.11987, -2.49703], [3.32308, -0.72558, -0.42873], [0.26487, -0.95979, -1.15110], [1.45554, -2.41015, -0.41271], [-1.24049, 3.31822, 2.56610], [2.71331, 0.87507, 1.33809], [2.35376, 1.60106, -0.18779], [1.02480, 0.94146, 0.71258], [-2.54412, -0.63104, 1.13920], [-2.47266, -1.90558, -0.12795], [-1.03904, -1.36601, 0.83505]], "homo_lumo_gap_ev": 3.665, "total_charge": 0, "lumo_ev": -3.5700, "homo_ev": -7.235, "energy_ha": -650.96011, "e_above_lowest_kcal_mol": 178.1}

=====

No. 3
{"formula": "C16H13CaCl4N4O5", "method": "ωB97M-V with the def2-TZVPD basis set", "symbols": ["Ca", "N", "C", "C", "O", "O", "H", "H", "H", "H", "Cl", "C", "C", "Cl", "C", "Cl", "C", "O", "C", "O", "C", "Cl", "N", "C", "C", "N", "C", "H", "H", "H", "H", "O", "N", "C", "C", "C", "C", "C", "H", "H", "H", "H", "H"], "xyz": [[-0.68806, -0.49867, 0.89540], [-1.71556, 1.04592, 2.50174], [-1.78574, 0.22635, 3.71939], [-2.37547, -1.17188, 3.42067], [-3.10767, -1.67560, 4.27997], [-2.01913, -1.68400, 2.31244], [-1.25871, 1.93477, 2.65396], [-2.63567, 1.22977, 2.11787], [-2.36445, 0.67486, 4.53178], [-0.75648, 0.07048, 4.05274], [-0.78402, 3.26441, -5.07457], [-0.31993, 2.13690, -3.82617], [0.78162, 1.32930, -3.98230], [1.73810, 1.41601, -5.44009], [1.13634, 0.42711, -2.96280], [2.50142, -0.63852, -3.16879], [0.42184, 0.31051, -1.76185], [0.70632, -0.53246, -0.84010], [-0.74411, 1.18855, -1.58715], [-1.43354, 1.09853, -0.49595], [-1.07324, 2.04740, -2.63812], [-2.49456, 3.04369, -2.42665], [-2.67784, -2.88007, -2.47882], [-2.58043, -3.96650, -1.63413], [-2.04408, -3.47934, -0.48241], [-1.81511, -2.12836, -0.60500], [-2.20613, -1.80288, -1.80761], [-2.99503, -2.88055, -3.43017], [-2.89582, -4.95184, -1.92723], [-1.83336, -3.99259, 0.44012], [-2.14342, -0.81309, -2.23420], [1.06802, -0.32661, 2.28763], [2.18997, 0.31408, 1.88802], [2.35214, 1.65405, 2.18962], [3.47465, 2.32303, 1.79634], [4.50795, 1.67925, 1.08342], [4.29810, 0.29967, 0.78780], [3.16759, -0.34265, 1.18362], [1.53519, 2.09424, 2.73987], [3.54099, 3.37673, 2.04494], [5.37266, 2.21560, 0.72138], [5.01624, -0.26548, 0.20625], [2.93839, -1.37013, 0.94911]], "homo_lumo_gap_ev": [3.486, 5.657], "total_charge": -2, "lumo_ev": [4.4884, 4.4876], "spin_multiplicity": 2, "homo_ev": [1.002, -1.170], "energy_ha": -3731.28148, "s2": 0.764, "e_above_lowest_kcal_mol": 5.0}

=====

No. 4
{"formula": "C6H33NO10", "method": "ωB97M-V with the def2-TZVPD basis set", "symbols": ["C", "C", "C", "O", "C", "N", "C", "C", "H", "H", "H", "H", "H", "H", "H", "H", "H", "H", "H", "H", "H", "H", "H", "H", "H", "O", "H", "H", "O", "H", "H", "O", "H", "H", "O", "H", "H", "O", "H", "H", "O", "H", "H", "O", "H", "H", "O", "H", "H", "O"], "xyz": [[-2.17455, 1.33917, -1.60614], [-2.21554, 2.55292, -0.61541], [-1.04855, 3.38340, -0.32637], [-0.48609, 2.94548, 0.79462], [-1.01113, 0.55532, -1.74121], [-0.77613, -0.49011, -0.75958], [0.49452, -1.17926, -1.21224], [-0.69287, -0.08757, 0.64900], [-3.21833, 0.77421, -1.56237], [-2.35104, 1.92837, -2.66025], [-3.14231, 3.24534, -0.76353], [-2.52520, 2.04717, 0.46232], [-1.39046, 4.48632, -0.04715], [-0.44671, 3.48778, -1.23020], [0.34841, 2.62897, 0.54007], [-0.66707, 0.17860, -2.68067], [-0.20283, 1.27603, -1.54872], [0.86559, -1.92641, -0.52791], [0.35769, -1.84318, -1.99261], [1.25648, -0.54085, -1.67329], [0.25960, 0.38372, 0.89202], [-0.72359, -0.98111, 1.22035], [-1.44658, 0.71022, 0.88226], [3.57320, -0.23806, 1.47803], [2.81022, -0.58950, 0.20153], [3.54753, -0.20445, 0.46148], [-2.20278, -3.85554, -0.42092], [-1.39168, -2.75609, 0.10480], [-1.58686, -3.63567, 0.29293], [-2.53678, -1.84214, -1.05131], [-2.39560, -2.11076, -2.56057], [-2.85703, -2.31685, -1.81950], [1.49969, -4.15173, -0.91240], [0.15867, -3.78985, -0.39351], [0.97534, -4.17120, -0.11102], [0.91415, 2.33846, -4.28275], [1.06206, 1.10866, -3.26444], [1.32233, 2.03153, -3.41623], [1.93963, -1.43836, 3.44393], [1.81050, -1.08923, 2.07211], [2.21505, -0.79770, 2.88341], [1.28340, -4.01960, 2.48244], [-0.11905, -3.72767, 2.55355], [0.65737, -3.30917, 2.97205], [0.96475, 2.28294, 3.91500], [-0.58257, 2.34105, 3.41404], [0.07298, 2.10370, 4.12165], [3.10499, 1.57921, 0.62603], [3.56190, 2.81020, 1.85182], [3.13531, 2.57323, 0.86487]], "homo_lumo_gap_ev": 9.564, "total_charge": 0, "lumo_ev": 0.0219, "homo_ev": -9.542, "energy_ha": -1055.35968, "e_above_lowest_kcal_mol": 157.2}

=====

No. 5
{"formula": "C5H6N", "method": "ωB97M-V with the def2-TZVPD basis set", "symbols": ["C", "C", "C", "C", "C", "N", "H", "H", "H", "H", "H", "H"], "xyz": [[1.54779, 0.17876, -0.04471], [2.66624, -0.15406, 0.42169], [-0.67736, -0.85921, 0.27430], [-0.75922, 0.59110, 0.53278], [0.39697, -0.59940, -0.73768], [0.32513, 0.81145, -0.46085], [-0.49967, -1.43316, 1.33060], [-1.64227, -1.22442, -0.08811], [-1.85974, 0.93475, 0.21306], [-0.60656, 0.99850, 1.65078], [0.56505, -0.94885, -1.83686], [0.54364, 1.70454, -1.25499]], "homo_lumo_gap_ev": 9.846, "total_charge": 1, "lumo_ev": -5.9671, "homo_ev": -15.813, "energy_ha": -248.30523, "e_above_lowest_kcal_mol": 194.8}

=====

No. 6
{"formula": "C27H28BBrN9ORhS", "method": "ωB97M-V with the def2-TZVPD basis set", "symbols": ["Rh", "C", "C", "C", "C", "N", "N", "B", "N", "C", "C", "C", "C", "N", "N", "C", "C", "C", "C", "N", "N", "C", "C", "C", "C", "N", "H", "H", "H", "H", "H", "H", "H", "H", "H", "H", "H", "H", "H", "H", "H", "H", "H", "H", "H", "H", "O", "N", "C", "C", "C", "C", "C", "S", "H", "H", "H", "H", "Br", "C", "C", "C", "C", "C", "C", "H", "H", "H", "H"], "xyz": [[-0.19621, -0.85545, 0.60929], [0.96611, 1.00692, 3.70343], [0.57418, 1.78840, 2.49749], [0.67756, 3.17418, 2.32359], [0.23788, 3.41286, 1.04133], [-0.11542, 2.23784, 0.49245], [0.09072, 1.24921, 1.37909], [-0.68545, 1.98527, -0.92519], [-2.02037, 1.23089, -0.79280], [-3.20140, 1.44106, -1.39042], [-4.07534, 0.45081, -0.99488], [-3.34183, -0.36567, -0.12687], [-3.80454, -1.57573, 0.60688], [-2.10103, 0.12029, -0.02937], [0.26730, 1.06278, -1.70783], [0.64951, 1.12273, -2.99320], [1.51353, 0.07696, -3.24140], [1.60852, -0.62122, -2.03557], [2.44880, -1.81294, -1.73425], [0.84471, -0.01086, -1.12510], [-0.85824, 3.33741, -1.59056], [-1.76306, 4.29695, -1.24457], [-1.34497, 5.48273, -1.77821], [-0.14082, 5.17189, -2.46086], [0.75853, 6.10527, -3.19302], [0.13495, 3.88872, -2.32560], [1.18945, 1.68745, 4.52154], [1.86282, 0.41639, 3.49927], [0.16363, 0.33760, 4.01297], [1.02449, 3.89094, 3.04705], [0.16778, 4.34143, 0.50088], [-3.35159, 2.26495, -2.06700], [-5.10574, 0.33140, -1.27945], [-4.52236, -2.12570, 0.00153], [-4.29216, -1.29594, 1.54233], [-2.96137, -2.22414, 0.83594], [0.30566, 1.89986, -3.64697], [2.01990, -0.15718, -4.16140], [3.49672, -1.56612, -1.90767], [2.19481, -2.64026, -2.39643], [2.32276, -2.11961, -0.69984], [-2.62320, 4.07463, -0.63329], [-1.82862, 6.44358, -1.72651], [0.18038, 6.80082, -3.79950], [1.44996, 5.55411, -3.82636], [1.33881, 6.69154, -2.47832], [1.77237, -1.72055, 1.34276], [1.87319, -2.29781, 2.49024], [3.08919, -2.74626, 2.88091], [3.25979, -3.36329, 4.09159], [2.16055, -3.56476, 4.93465], [0.92962, -3.11221, 4.53178], [0.78395, -2.45079, 3.30523], [-0.71694, -1.81089, 2.81789], [3.88581, -2.56861, 2.17449], [4.24664, -3.68917, 4.38498], [2.27955, -4.07043, 5.88176], [0.04587, -3.25074, 5.13816], [0.86469, -5.69739, -3.38183], [0.11450, -4.44612, -2.17036], [0.23201, -4.67260, -0.80947], [-0.34343, -3.77618, 0.08023], [-0.95898, -2.61157, -0.39076], [-1.12862, -2.44198, -1.76382], [-0.57923, -3.34918, -2.65705], [0.75382, -5.54871, -0.44807], [-0.32118, -4.00730, 1.13750], [-1.69860, -1.60471, -2.15116], [-0.70031, -3.20586, -3.72224]], "homo_lumo_gap_ev": [7.154, 4.381], "total_charge": 1, "lumo_ev": [-3.9849, -6.4638], "spin_multiplicity": 2, "homo_ev": [-11.139, -10.845], "energy_ha": -4721.13805, "s2": 0.785, "e_above_lowest_kcal_mol": 12.6}

=====

No. 7
{"formula": "C2H3BO3", "method": "ωB97M-V with the def2-TZVPD basis set", "symbols": ["B", "C", "C", "O", "O", "O", "H", "H", "H"], "xyz": [[-0.06685, 1.53042, -0.03176], [1.62629, -0.07664, -0.01962], [0.27169, -0.70788, -0.02946], [2.73351, -0.45381, -0.01923], [1.27893, 1.48205, 0.02019], [-0.68355, 0.31182, -0.08044], [-0.68051, 2.51686, -0.01001], [0.16206, -1.39213, -0.87609], [0.15569, -1.28600, 0.89819]], "homo_lumo_gap_ev": 11.919, "total_charge": 0, "lumo_ev": 0.5908, "homo_ev": -11.328, "energy_ha": -328.65751, "e_above_lowest_kcal_mol": 27.2}

=====

No. 8
{"formula": "C5H11NO", "method": "ωB97M-V with the def2-TZVPD basis set", "symbols": ["O", "C", "C", "C", "C", "C", "N", "H", "H", "H", "H", "H", "H", "H", "H", "H", "H", "H"], "xyz": [[1.34150, 2.41770, -1.00379], [0.38034, 1.76496, -1.13502], [-0.45037, 0.92638, -0.02930], [0.41713, -0.13261, 0.64158], [-0.42159, -1.15555, 1.37110], [1.29348, -0.85652, -0.41655], [-1.63991, 0.52432, -0.75083], [-0.30095, 1.89275, -2.01826], [-0.71847, 1.74653, 0.65929], [1.09841, 0.39829, 1.30395], [-1.03732, -1.78270, 0.73795], [0.21968, -1.77130, 2.00172], [-1.06789, -0.77985, 2.17819], [0.82204, -0.88811, -1.39676], [1.53092, -1.85970, -0.06904], [2.23408, -0.33828, -0.57201], [-2.29403, 0.10959, -0.09196], [-1.40705, -0.21590, -1.41027]], "homo_lumo_gap_ev": [9.968, 5.830], "total_charge": 1, "lumo_ev": [-5.4280, -9.3436], "spin_multiplicity": 2, "homo_ev": [-15.396, -15.173], "energy_ha": -326.73276, "s2": 0.758, "e_above_lowest_kcal_mol": 57.3}